No. 1
DFT (ωB97M-V with the def2-TZVPD basis set) results for a molecular structure, C23H45N2OP2Pm in a non-equilibrium geometry.

Last column: Mulliken spin population.
CARTESIAN COORDINATES (ANGSTROEM)
1 Pm 0.30169 0.09379 0.51390  4.08
2 P 2.09407 -0.98016 -1.41578  -0.01
3 P -1.97460 -0.85383 1.86265  0.00
4 N -0.89763 -1.47787 -1.06584  -0.01
5 C 0.95878 -1.44305 -2.80055  0.00
6 H 1.14391 -0.76582 -3.65294  0.00
7 H 1.25127 -2.45773 -3.12172  0.00
8 C -0.55097 -1.44989 -2.50690  0.00
9 H -1.05192 -0.56893 -2.94670  0.00
10 H -1.00151 -2.33420 -2.98833  0.00
11 C -2.32215 -1.86194 -0.82494  0.00
12 H -2.35496 -2.95238 -0.64131  0.00
13 H -2.87914 -1.66975 -1.75264  0.00
14 C -2.99977 -1.09586 0.31691  0.00
15 H -3.90379 -1.65064 0.61418  0.00
16 H -3.32093 -0.09991 -0.03468  0.00
17 C -2.99157 0.43127 2.74110  -0.01
18 C -2.54601 1.84412 2.32911  0.01
19 H -2.63473 2.02711 1.24794  0.00
20 H -1.50524 2.04852 2.62452  0.00
21 H -3.18272 2.57625 2.84020  0.00
22 C -2.27083 -2.46959 2.71431  0.00
23 C -1.26979 -2.69774 3.86128  0.00
24 H -1.18134 -3.77789 4.03841  0.00
25 H -1.59811 -2.22788 4.79772  0.00
26 H -0.26841 -2.33086 3.61014  0.00
27 C 3.36293 -2.31815 -1.32849  0.00
28 C 4.48791 -1.96769 -0.34520  0.00
29 H 5.08756 -2.86899 -0.16382  0.00
30 H 4.08579 -1.65565 0.62780  0.00
31 H 5.16184 -1.18933 -0.72548  0.00
32 C 2.94479 0.57904 -1.98647  0.00
33 C 3.69712 1.28242 -0.84160  0.00
34 H 3.63992 2.36984 -1.00048  0.00
35 H 4.76109 1.00211 -0.83148  0.00
36 H 3.29359 1.08469 0.16553  0.00
37 C 1.70274 -0.18025 2.56352  0.00
38 C -3.73916 -2.67729 3.12852  0.00
39 H -4.40831 -1.85981 2.82832  0.00
40 H -4.12423 -3.58767 2.64749  0.00
41 H -3.83665 -2.82131 4.21321  0.00
42 C 3.85148 -2.82198 -2.69352  0.00
43 H 4.88163 -3.19641 -2.61581  0.00
44 H 3.22541 -3.65547 -3.03325  0.00
45 H 3.83905 -2.06335 -3.48251  0.00
46 C 3.83371 0.38033 -3.21540  0.00
47 H 4.21594 1.36066 -3.53390  0.00
48 H 4.70842 -0.24983 -2.99562  0.00
49 H 3.28621 -0.04305 -4.06791  0.00
50 C -2.96918 0.27021 4.26292  0.00
51 H -1.94861 0.16417 4.65074  0.00
52 H -3.41384 1.16114 4.72518  0.00
53 H -3.55477 -0.59078 4.60088  0.00
54 H -4.01770 0.27444 2.37265  0.00
55 H 2.09640 1.22292 -2.28642  0.00
56 H -2.03126 -3.20655 1.92973  0.00
57 H 2.78096 -3.13707 -0.87046  0.00
58 O 2.35984 -0.48546 3.46757  0.00
59 H -0.31750 -2.19435 -0.59459  0.00
60 H 0.82364 -1.86401 1.16991  -0.05
61 C -1.15913 6.16507 -1.67318  0.00
62 C -0.85299 4.74173 -1.33853  0.00
63 C -1.59463 3.71016 -1.93351  0.00
64 C -1.31505 2.39158 -1.60247  0.00
65 N -0.34236 2.07675 -0.69046  0.00
66 C 0.38588 3.07856 -0.12395  0.01
67 C 0.14840 4.41524 -0.42479  0.00
68 H -1.05415 6.34191 -2.75064  0.00
69 H -2.19143 6.41739 -1.39483  0.00
70 H -0.47977 6.83601 -1.13726  0.00
71 H -2.39741 3.92670 -2.64205  0.00
72 H -1.85848 1.55464 -2.04855  0.00
73 H 1.16841 2.77805 0.58771  0.00
74 H 0.73235 5.19354 0.07088  0.00

Cartesian forces, eV/Å:
0.081 -0.167 -0.310
0.537 0.344 -0.184
-1.142 -0.529 0.218
0.180 -0.163 0.509
0.140 -0.256 -0.478
0.031 -0.371 0.287
-0.031 0.451 0.052
-0.468 -0.061 -0.151
0.261 -0.295 0.177
0.150 0.306 0.035
0.033 -0.301 -0.113
-0.107 0.465 -0.086
0.115 -0.131 0.247
0.050 0.145 0.010
0.154 0.296 -0.108
0.086 -0.259 0.124
-0.142 -0.027 -0.220
-0.065 -0.069 -0.082
-0.019 -0.077 0.166
-0.145 -0.047 0.070
0.196 -0.051 -0.156
0.420 0.059 0.051
-0.034 -0.235 0.083
-0.030 0.281 0.091
0.071 -0.084 -0.292
-0.134 -0.080 0.003
-0.424 -0.309 0.276
0.033 -0.058 0.069
-0.102 0.234 -0.081
0.092 0.027 -0.179
-0.198 -0.205 0.064
-0.314 -0.345 -0.176
0.104 0.360 -0.205
0.173 -0.279 0.083
-0.414 0.074 0.107
0.043 -0.087 -0.139
3.043 -1.647 4.154
-0.332 -0.439 -0.157
0.155 -0.201 0.138
0.018 0.249 0.226
0.062 0.109 -0.325
0.052 -0.195 -0.359
-0.286 0.071 0.018
0.206 0.145 0.011
0.039 -0.285 0.242
0.318 0.484 -0.151
-0.054 -0.225 0.013
-0.342 0.241 -0.041
0.163 0.072 0.230
-0.047 0.065 0.182
-0.138 0.085 -0.044
0.130 -0.185 -0.077
0.215 0.189 -0.112
0.174 0.139 0.182
0.158 -0.155 0.080
0.055 0.276 0.117
0.201 0.200 0.010
-2.500 1.197 -3.383
-0.209 0.146 -0.318
-0.109 0.329 0.078
0.116 0.324 0.091
-0.304 0.014 -0.140
0.084 -0.600 0.111
0.732 0.411 0.696
-0.244 1.133 -0.798
-1.032 -0.167 -0.789
0.355 -0.379 0.377
-0.031 -0.043 0.210
0.232 -0.090 -0.076
-0.205 -0.052 -0.182
0.317 -0.008 0.207
0.169 0.264 0.199
-0.169 0.201 -0.150
-0.176 -0.230 -0.229

Strongest force on any atom (eV/A): 5.41
LUMO (spin up / spin down) (eV): -6.571 / -6.423
⟨S²⟩: 6.01
2S+1: 5
Net charge: +2
ΔE to the lowest compared entry with this formula, charge and spin (kJ/mol): 0.0
E_HOMO (spin up / spin down) (eV): -14.16 / -14.13

***

No. 2
DFT (ωB97M-V with the def2-TZVPD basis set) results for a molecular structure, C23H45N2OP2Zn in a non-equilibrium geometry.

Last column: Löwdin charge in e.
CARTESIAN COORDINATES (ANGSTROEM)
1 Zn 0.91113 -0.03192 -0.39133  0.24
2 P 1.48175 1.23052 1.64217  0.99
3 P -0.35489 0.06904 -2.49653  0.99
4 N 2.50461 1.63180 -1.56803  -0.08
5 C 2.89096 2.19080 0.88589  -0.31
6 H 3.09300 3.03510 1.56575  0.09
7 H 3.75670 1.51126 0.93248  0.08
8 C 2.74203 2.72345 -0.55535  -0.24
9 H 1.92667 3.44826 -0.65162  0.10
10 H 3.70605 3.22532 -0.79484  0.13
11 C 1.75379 2.09784 -2.78440  -0.25
12 H 2.48903 2.45277 -3.53922  0.13
13 H 1.11732 2.93651 -2.48321  0.10
14 C 0.95781 0.96580 -3.46810  -0.31
15 H 1.65770 0.18040 -3.79266  0.08
16 H 0.46486 1.36309 -4.36883  0.08
17 C -1.95511 0.82623 -3.08704  -0.53
18 C -3.13077 0.47467 -2.17661  -0.11
19 H -4.02795 0.97946 -2.56000  0.09
20 H -2.97192 0.82668 -1.15347  0.05
21 H -3.32942 -0.60375 -2.15805  0.07
22 C -0.34081 -1.70867 -3.11641  -0.53
23 C -1.57647 -2.50336 -2.69494  -0.11
24 H -1.37704 -3.56773 -2.87870  0.09
25 H -2.46409 -2.23672 -3.28215  0.07
26 H -1.80376 -2.39996 -1.63001  0.06
27 C 2.27476 -0.06877 2.74883  -0.53
28 C 1.28214 -0.72319 3.71105  -0.11
29 H 1.75829 -1.61661 4.13816  0.09
30 H 0.36612 -1.05549 3.21280  0.06
31 H 1.01974 -0.06610 4.55034  0.07
32 C 0.64673 2.45817 2.76762  -0.53
33 C -0.73040 1.97951 3.22381  -0.11
34 H -1.17865 2.75962 3.85381  0.09
35 H -0.67143 1.05810 3.81518  0.07
36 H -1.40459 1.81855 2.37843  0.05
37 C -0.43213 1.66800 -0.26548  -0.18
38 O -1.10696 2.61688 -0.23247  0.11
39 C -0.07417 -1.88841 -4.60749  -0.11
40 H -0.92197 -1.56507 -5.21932  0.06
41 H 0.81980 -1.36927 -4.95553  0.06
42 H 0.07669 -2.95870 -4.79418  0.09
43 C 3.53103 0.37001 3.49548  -0.11
44 H 3.97376 -0.51997 3.95964  0.09
45 H 4.29074 0.80920 2.84728  0.06
46 H 3.30700 1.08070 4.29718  0.06
47 C 1.48136 2.94012 3.96043  -0.10
48 H 0.96430 3.80489 4.40371  0.09
49 H 1.56306 2.17639 4.74589  0.07
50 H 2.48638 3.28083 3.68151  0.07
51 C -2.30502 0.57033 -4.55775  -0.10
52 H -2.65054 -0.45857 -4.72923  0.07
53 H -3.13669 1.24082 -4.82313  0.09
54 H -1.48191 0.79562 -5.24783  0.07
55 H -1.75461 1.90412 -2.97652  0.10
56 H 0.49786 3.32137 2.09941  0.11
57 H 0.52141 -2.11044 -2.55490  0.08
58 H 2.56020 -0.82826 1.99882  0.08
59 H 3.43676 1.41066 -1.91716  0.12
60 H 1.47481 -1.52801 -0.21544  -0.04
61 C -3.18652 -4.27100 2.59253  -0.04
62 C -2.33541 -3.23568 1.92690  -0.26
63 C -2.79051 -1.90983 1.77462  0.00
64 C -1.95467 -0.97949 1.14498  -0.14
65 N -0.74106 -1.31048 0.68299  -0.02
66 C -0.30533 -2.58118 0.83001  -0.18
67 C -1.06492 -3.57198 1.44307  -0.01
68 H -3.42373 -3.97170 3.62438  0.09
69 H -4.13767 -4.39434 2.05347  0.09
70 H -2.66515 -5.23969 2.61620  0.09
71 H -3.77638 -1.59037 2.13521  0.12
72 H -2.28004 0.05579 1.01468  0.09
73 H 0.67131 -2.86006 0.46443  0.04
74 H -0.61496 -4.56394 1.50874  0.12

Cartesian forces, eV/Å:
0.253 -1.255 0.223
1.019 -0.241 1.224
-0.189 -0.908 -1.282
-0.397 0.677 0.114
0.081 -0.045 0.480
0.198 -0.200 -0.334
-0.170 0.289 -0.092
0.325 -0.448 -0.265
0.166 -0.031 0.175
-0.716 0.018 0.098
0.455 -0.344 0.095
-0.556 0.120 0.401
-0.012 -0.138 -0.198
-0.242 -0.253 -0.330
-0.095 0.307 0.036
0.377 -0.051 0.098
0.426 0.239 0.054
-0.215 0.045 -0.012
0.131 -0.151 0.132
-0.029 -0.129 -0.094
0.028 0.324 0.044
0.482 0.485 0.040
-0.039 -0.199 0.054
-0.065 0.200 0.014
0.213 -0.022 0.133
-0.021 0.064 -0.105
0.203 0.293 -0.522
-0.020 -0.182 0.080
-0.103 0.194 -0.057
0.059 0.109 0.051
0.067 -0.128 -0.226
0.194 0.153 -0.378
-0.158 0.080 0.141
0.033 -0.208 -0.101
-0.071 0.252 -0.177
0.061 -0.070 0.117
-3.354 4.476 0.186
2.170 -2.976 -0.107
-0.061 -0.285 -0.167
0.212 -0.086 0.114
-0.053 -0.028 0.021
0.005 0.158 -0.080
0.121 -0.163 0.259
0.023 0.175 -0.031
-0.050 -0.021 0.042
0.086 -0.167 -0.180
-0.117 0.262 0.139
0.156 -0.221 -0.059
-0.018 0.197 -0.290
-0.198 -0.173 0.063
-0.223 0.200 -0.098
0.150 0.316 0.089
0.190 -0.207 0.006
-0.160 -0.140 0.178
-0.089 -0.101 -0.032
-0.021 -0.057 0.111
-0.206 0.059 -0.161
-0.049 0.178 0.212
-0.330 -0.618 0.311
1.096 0.686 -0.663
-0.189 -0.286 0.163
-0.003 0.114 -0.026
0.474 0.094 -0.237
-0.131 -0.935 0.305
0.063 -0.411 0.100
-1.256 0.018 0.555
-0.092 0.841 -0.192
0.042 -0.120 -0.293
0.258 0.008 0.185
-0.271 0.329 0.035
0.447 -0.266 -0.129
0.131 -0.279 0.011
0.032 0.408 -0.129
-0.459 0.175 0.159

Strongest force on any atom (eV/A): 5.60
LUMO (eV): -2.465
2S+1: 1
Net charge: +1
E_HOMO (eV): -10.18

***

No. 3
DFT (ωB97M-V with the def2-TZVPD basis set) results for 8 unconnected molecules or ions with the total composition C23H46BBr14NO5 in a non-equilibrium geometry.

Last column: Löwdin charge in e.
CARTESIAN COORDINATES (ANGSTROEM)
1 C -0.71240 -0.15597 2.83454  -0.06
2 C -0.94971 -0.73140 1.44655  -0.38
3 C -2.44519 -0.94567 1.24929  -0.09
4 C -0.06571 -1.97176 1.21379  -0.32
5 C -0.78329 -3.25082 0.82646  -0.06
6 C 0.97911 -1.70656 0.16865  -0.16
7 O 1.78876 -0.61233 0.57706  -0.02
8 C 2.95021 -0.48611 -0.11232  -0.30
9 O 4.10631 -0.63533 0.72099  0.13
10 C 4.50978 0.63158 1.02034  -0.50
11 O 4.86211 1.05190 2.10641  0.16
12 O 4.43095 1.35061 -0.13837  0.06
13 C 3.20821 0.91038 -0.76206  -0.07
14 B 2.11354 2.06494 -0.58990  -0.52
15 N 1.24808 2.19162 0.59445  0.17
16 O 2.05358 3.00074 -1.60111  0.15
17 H -1.20074 0.79978 2.91764  0.08
18 H -1.12003 -0.83439 3.57719  0.09
19 H 0.34270 -0.04162 3.03799  0.08
20 H -0.62600 0.02892 0.74848  0.09
21 H -2.72835 -0.83234 0.21428  0.05
22 H -2.82437 -1.86155 1.66641  0.05
23 H -2.95659 -0.14776 1.76559  0.04
24 H 0.48184 -2.17023 2.12814  0.14
25 H -0.06326 -4.05845 0.84815  0.08
26 H -1.18629 -3.22411 -0.17474  0.09
27 H -1.53709 -3.52540 1.53944  0.07
28 H 1.55099 -2.61441 0.02222  0.13
29 H 0.47586 -1.46094 -0.76782  0.13
30 H 3.08819 -1.23867 -0.87199  0.16
31 H 3.34300 0.69970 -1.81084  0.15
32 H 1.46900 3.09544 1.00524  0.09
33 H 0.28245 2.27233 0.28808  0.05
34 H 1.17842 3.07517 -1.97927  0.08
35 Br 9.09109 2.59731 -2.26227  0.62
36 C 8.35563 2.60751 -0.46084  -0.66
37 C 6.96286 3.17301 -0.44596  -0.69
38 Br 6.97060 5.11236 -0.63058  0.67
39 H 9.04781 3.16621 0.15912  0.05
40 H 8.34451 1.56667 -0.14637  0.06
41 H 6.47985 2.97431 0.50697  0.05
42 H 6.34621 2.78534 -1.24700  0.05
43 Br 7.18522 4.37424 -7.09121  0.62
44 C 8.08017 4.78092 -5.40687  -0.69
45 C 7.11174 5.22076 -4.34453  -0.73
46 Br 6.50527 7.04892 -4.62898  0.60
47 H 8.83281 5.52949 -5.62798  0.05
48 H 8.56324 3.85248 -5.11129  -0.02
49 H 7.59474 5.22112 -3.37011  -0.03
50 H 6.22429 4.59887 -4.30600  0.05
51 Br 8.38366 0.96273 -5.25001  0.61
52 C 7.67536 0.50174 -7.00160  -0.69
53 C 6.28212 -0.05556 -6.90554  -0.70
54 Br 6.27502 -1.88910 -6.25048  0.60
55 H 8.37626 -0.19225 -7.45250  0.05
56 H 7.67027 1.43297 -7.56367  0.01
57 H 5.82232 -0.09766 -7.88974  0.06
58 H 5.65202 0.51821 -6.23517  0.05
59 Br -5.37221 2.05360 0.46850  0.67
60 C -6.15029 0.35030 -0.06240  -0.67
61 C -6.97240 -0.26598 1.03608  -0.70
62 Br -5.84607 -1.02854 2.41886  0.64
63 H -5.32507 -0.28733 -0.36302  0.03
64 H -6.77468 0.57319 -0.92506  0.06
65 H -7.55964 -1.09642 0.64924  0.05
66 H -7.63187 0.44359 1.52229  0.03
67 Br -7.97095 -4.25393 2.46492  0.60
68 C -8.52344 -3.59644 4.21258  -0.72
69 C -9.82879 -2.85201 4.14534  -0.68
70 Br -9.60699 -1.07023 3.39724  0.64
71 H -7.71027 -2.98764 4.59154  0.00
72 H -8.62919 -4.48466 4.83119  0.05
73 H -10.22638 -2.69489 5.14516  0.06
74 H -10.56871 -3.35885 3.53599  0.05
75 Br -4.03934 2.60808 -4.38508  0.62
76 C -3.84561 0.83148 -3.62052  -0.69
77 C -3.31058 0.88448 -2.21603  -0.72
78 Br -1.40203 1.26962 -2.18968  0.69
79 H -3.20605 0.26839 -4.29133  0.05
80 H -4.84466 0.40176 -3.62581  0.06
81 H -3.41208 -0.08354 -1.73218  0.04
82 H -3.79132 1.64422 -1.60917  -0.03
83 Br -5.21680 -3.56396 6.17020  0.64
84 C -5.54988 -4.66072 7.74056  -0.69
85 C -6.99806 -5.05754 7.83749  -0.70
86 Br -8.12124 -3.57832 8.41643  0.61
87 H -5.20950 -4.09027 8.59741  0.05
88 H -4.92566 -5.54271 7.62005  0.06
89 H -7.13051 -5.83586 8.58491  0.06
90 H -7.39681 -5.39668 6.88792  0.04

Cartesian forces, eV/Å:
0.118 -0.442 -0.154
-0.044 -0.122 0.250
0.310 0.692 0.091
-0.164 0.055 -0.006
0.557 -0.169 0.191
-0.387 0.040 0.044
-0.086 -0.190 0.074
1.009 0.539 -0.847
-0.350 0.418 1.243
0.665 0.436 1.629
-0.239 -0.963 -2.569
-0.154 0.521 0.776
-0.602 -0.577 0.155
-0.410 0.386 0.389
0.368 -0.098 -0.270
0.507 -0.979 -0.496
-0.187 0.433 0.204
-0.164 -0.097 0.299
0.327 0.161 0.005
0.060 0.258 -0.320
-0.160 -0.388 -0.498
-0.112 -0.427 0.024
-0.306 0.326 0.176
0.106 -0.083 0.369
0.244 -0.331 -0.083
-0.388 0.129 -0.306
-0.525 -0.044 0.195
0.523 -0.159 -0.090
-0.003 0.084 -0.303
-0.363 -0.519 -0.236
0.591 0.317 -0.453
-0.125 0.110 0.153
-0.196 -0.007 0.168
-0.421 0.696 0.102
0.131 0.087 0.060
-0.040 -0.138 -0.111
0.019 0.206 0.192
-0.020 -0.024 0.012
-0.015 0.049 0.016
-0.036 -0.014 -0.003
0.004 -0.029 0.029
-0.013 -0.049 -0.026
0.019 0.055 0.000
-0.018 -0.195 -0.011
0.106 0.197 0.011
-0.045 -0.054 -0.005
-0.022 0.066 0.004
-0.042 -0.001 0.008
0.019 -0.026 -0.065
-0.017 -0.054 -0.006
-0.049 -0.131 -0.064
0.082 0.200 0.046
-0.016 -0.185 -0.084
-0.023 0.049 0.047
-0.027 -0.066 -0.011
-0.042 0.015 0.017
0.023 0.015 -0.026
0.011 0.055 0.016
-0.055 -0.016 0.150
-0.067 0.206 -0.076
0.069 -0.262 0.076
0.005 0.083 0.090
0.003 -0.065 0.038
-0.040 -0.002 0.011
-0.013 0.000 -0.013
-0.005 0.072 -0.034
-0.020 0.027 0.032
-0.004 -0.141 -0.129
0.019 0.153 0.090
-0.112 -0.031 -0.036
-0.002 0.048 0.012
-0.038 0.005 0.028
0.046 -0.020 0.035
0.002 -0.032 -0.029
0.052 -0.045 -0.003
-0.109 0.173 -0.066
0.093 -0.061 -0.049
0.076 0.003 0.029
0.024 -0.041 0.007
-0.009 -0.028 0.047
0.030 -0.051 -0.030
0.049 -0.008 -0.070
0.048 0.041 0.024
0.064 -0.020 -0.217
-0.085 0.058 0.208
-0.011 -0.011 -0.105
-0.050 0.006 0.054
-0.015 -0.028 -0.006
0.027 -0.005 0.019
0.041 -0.040 -0.044

Strongest force on any atom (eV/A): 2.75
LUMO (eV): 0.103
2S+1: 1
Net charge: 0
E_HOMO (eV): -9.81